(1)
Computed, not measured: a molecular structure, CH7N2 at a distorted geometry, with the ωB97M-V functional and the def2-TZVPD basis.

Geometry as XYZ:
```
10
Properties=species:S:1:pos:R:3:forces:R:3:lowdin_spin:R:1
N -0.127 1.886 -0.145 -1.0 0.3 -3.0 0.43
H -0.190 2.021 -1.199 0.4 -0.1 1.0 0.00
H -1.076 2.193 0.164 0.5 -0.8 0.6 0.01
H 0.038 0.427 -0.304 -1.4 0.7 0.9 0.00
H 0.603 2.535 0.204 0.3 -0.9 0.4 0.01
C 0.575 -1.580 0.313 0.2 1.7 0.6 0.07
N -0.398 -0.840 -0.064 2.1 -1.6 0.4 0.39
H 0.490 -2.551 0.864 -0.3 0.2 -0.7 0.04
H 1.559 -1.096 0.277 0.3 -0.5 0.2 0.03
H -1.201 -1.375 -0.423 -1.1 1.1 -0.4 0.02
```
Positions in Å, forces in eV/Å.

Properties
* HOMO-LUMO gap (alpha / beta): 0.4807 / 0.2819 hartree
* charge: +2
* calculated total energy: -4106.37226 eV
* 2S+1: 2

(2)
Computed, not measured: 2 unconnected molecules or ions with the total composition C9H13NO at a distorted geometry, with the ωB97M-V functional and the def2-TZVPD basis.

Geometry as XYZ:
```
24
Properties=species:S:1:pos:R:3:forces:R:3:mulliken_charge:R:1
C 0.393 -1.854 1.778 -1.2 2.5 -0.9 -0.85
N 0.743 -1.296 0.439 0.3 1.4 0.3 -0.06
C 1.667 -2.006 -0.355 -1.3 0.5 1.0 0.61
C 1.899 -1.531 -1.727 0.7 -1.5 -1.7 -0.89
O 2.059 -3.083 0.003 0.7 -1.1 0.8 -0.61
H 1.010 -2.648 2.105 1.0 -0.5 0.1 0.37
H 0.400 -0.950 2.469 -0.1 -1.5 -0.5 0.23
H -0.624 -2.246 1.667 0.0 0.1 0.5 0.26
H 0.394 -0.260 0.350 1.4 -2.9 -0.5 0.14
H 1.568 -0.555 -1.741 -0.9 2.2 -0.8 0.25
H 1.276 -2.227 -2.344 0.2 0.9 0.3 0.21
H 2.909 -1.584 -2.224 -0.7 -0.1 1.3 0.31
C -2.155 1.114 0.761 1.6 -0.2 2.0 -0.41
C -2.186 1.023 -0.598 0.7 0.9 -2.2 -0.26
C -1.193 1.576 -1.431 0.5 1.0 0.6 -0.17
C -0.086 2.223 -0.801 -1.5 -0.5 -0.9 -0.33
C -0.032 2.264 0.608 -1.5 -0.6 -0.4 -0.40
C -1.021 1.701 1.458 -1.1 -0.4 -5.7 -0.75
H -2.948 0.633 1.319 -0.1 0.2 0.2 0.36
H -2.990 0.682 -1.229 -0.7 -0.6 0.8 0.34
H -1.450 1.621 -2.535 1.0 -0.1 1.5 0.30
H 0.632 2.778 -1.437 -0.3 -0.5 0.7 0.34
H 0.728 2.867 0.993 1.3 0.6 0.9 0.41
H -0.994 1.757 2.473 0.2 0.2 2.6 0.61
```
Positions in Å, forces in eV/Å.

Properties
* SMILES: CNC(C)=O.c1ccccc1
* HOMO-LUMO gap: 0.3652 hartree
* calculated total energy: -13080.46619 eV

(3)
Computed, not measured: a single C15H21N5O2S molecule at a distorted geometry, with the ωB97M-V functional and the def2-TZVPD basis.

Geometry as XYZ:
```
44
Properties=species:S:1:pos:R:3:forces:R:3:mulliken_charge:R:1
C 1.391 -5.539 0.115 -0.1 0.2 0.0 -0.90
N 0.423 -4.680 0.785 0.3 -0.7 0.5 0.11
C -0.917 -5.239 0.806 -0.2 0.2 0.0 -0.90
C 0.543 -3.280 0.696 0.4 0.7 -0.4 0.08
C 0.610 -2.638 -0.557 -0.4 0.1 0.4 -0.65
C 0.619 -1.237 -0.611 0.5 -0.7 -0.3 -0.37
C 0.850 -0.491 0.542 -0.3 0.1 -0.8 0.23
C 1.071 0.998 0.401 0.6 1.3 0.1 -0.26
N 1.945 1.559 -0.895 0.0 -2.4 0.4 -0.02
N 3.045 0.742 -1.351 0.1 0.2 0.5 -0.90
C -0.104 1.903 0.342 -0.5 0.5 0.0 -0.68
C -1.434 1.509 -0.036 -0.9 -1.2 0.2 0.49
O -1.960 0.391 0.090 0.9 1.6 -0.5 -0.66
N -2.179 2.563 -0.724 -0.6 0.1 0.5 0.15
C -3.335 2.212 -1.534 -0.1 -0.2 -0.2 -1.19
C -2.041 3.907 -0.490 1.2 -1.0 -0.2 0.29
S -2.922 5.075 -1.311 0.1 -0.3 0.6 -0.36
N -0.970 4.157 0.364 0.5 0.7 -0.5 0.07
C -0.636 5.543 0.607 -0.1 1.0 0.1 -0.96
C 0.146 3.296 0.332 1.3 -0.3 -0.6 0.49
O 1.320 3.782 0.224 -1.4 -0.2 0.8 -0.88
C 0.820 -1.134 1.793 0.1 0.4 -0.2 -0.60
C 0.625 -2.511 1.878 0.1 -0.1 -0.4 -0.38
H 2.420 -5.193 0.316 -0.5 -0.1 -0.1 0.27
H 1.258 -6.545 0.545 0.2 0.3 -0.2 0.31
H 1.245 -5.617 -0.985 0.1 0.0 0.3 0.30
H -1.576 -4.591 1.419 0.3 -0.5 -0.3 0.29
H -1.361 -5.325 -0.221 0.2 0.0 0.6 0.28
H -0.825 -6.243 1.265 -0.4 0.5 -0.3 0.33
H 0.629 -3.241 -1.478 -0.3 0.4 0.5 0.27
H 0.471 -0.752 -1.585 0.3 -0.1 0.4 0.57
H 1.869 1.306 1.097 -0.8 0.0 0.6 0.69
H 2.227 2.514 -0.566 -0.4 -0.1 -0.1 0.46
H 1.269 1.664 -1.643 0.0 0.2 -0.3 0.41
H 3.766 0.797 -0.625 -0.2 0.1 -0.3 0.30
H 2.721 -0.229 -1.322 0.0 0.3 -0.1 0.39
H -3.389 1.131 -1.620 0.0 0.1 0.0 0.36
H -4.247 2.625 -1.088 0.1 -0.3 -0.1 0.36
H -3.207 2.704 -2.505 -0.1 -0.3 0.1 0.38
H -1.564 6.080 0.358 0.7 0.2 0.3 0.43
H -0.354 5.706 1.664 -0.1 -0.2 -0.5 0.25
H 0.191 5.880 -0.048 -0.5 -0.1 0.3 0.31
H 0.927 -0.537 2.704 0.0 -0.2 -0.3 0.44
H 0.617 -3.024 2.852 -0.1 0.3 -0.6 0.40
```
Positions in Å, forces in eV/Å.

Properties
* SMILES: CN(C)c1ccc([C@@H]([NH2+]N)c2c([O-])n(C)c(=S)n(C)c2=O)cc1
* HOMO-LUMO gap: 0.3029 hartree
* calculated total energy: -38274.64593 eV

(4)
Computed, not measured: a single C4H4N4 molecule at a distorted geometry, with the ωB97M-V functional and the def2-TZVPD basis.

Geometry as XYZ:
```
12
Properties=species:S:1:pos:R:3:forces:R:3:mulliken_charge:R:1
H 2.580 -0.847 0.944 -0.1 -0.1 -0.3 0.27
N 2.169 0.056 0.704 0.1 -0.1 0.0 -0.59
C 1.279 0.016 -0.181 -0.8 0.7 0.5 0.44
C 0.513 1.223 -0.582 -0.8 0.5 -0.9 0.01
N -0.762 1.364 -0.423 0.9 0.3 0.7 -0.52
C -1.493 0.450 0.289 -0.1 -0.9 0.2 -0.03
C -1.293 -0.904 0.277 0.4 0.5 0.3 -0.17
N -0.369 -1.534 -0.540 0.5 -0.1 -1.1 -0.09
N 0.761 -1.088 -0.934 -1.1 -0.7 1.4 -0.37
H 1.011 2.008 -1.165 0.0 -0.4 0.1 0.35
H -2.369 0.817 0.841 0.3 0.0 -0.5 0.34
H -2.027 -1.561 0.771 0.6 0.3 -0.4 0.35
```
Positions in Å, forces in eV/Å.

Properties
* SMILES: [H]/N=c1/cnccnn1
* HOMO-LUMO gap: 0.3264 hartree
* calculated total energy: -10169.89538 eV

(5)
Computed, not measured: 2 unconnected molecules or ions with the total composition C5H13N2O at a distorted geometry, with the ωB97M-V functional and the def2-TZVPD basis.

Geometry as XYZ:
```
21
Properties=species:S:1:pos:R:3:forces:R:3:mulliken_charge:R:1
C -2.019 -0.770 -0.027 0.2 -0.5 -0.4 -0.31
C -2.546 -0.685 -1.251 -0.2 0.1 0.1 -0.09
N -3.332 -1.634 -1.853 0.6 0.5 -0.2 -0.48
N -1.099 0.251 0.467 0.2 -0.1 0.3 -0.19
H -2.029 -1.661 0.584 -0.1 0.1 0.0 0.31
H -2.428 0.237 -1.814 0.1 -0.1 -0.1 0.27
H -3.252 -1.637 -2.861 -0.3 0.0 0.1 0.27
H -3.231 -2.554 -1.473 -0.2 -0.4 0.2 0.25
H -0.130 -0.131 0.562 0.1 0.0 -0.3 0.17
H -1.362 0.558 1.402 -0.2 0.4 0.0 0.37
H -1.002 1.045 -0.169 -0.2 0.0 0.2 0.38
C 1.862 -0.627 0.036 0.4 0.4 0.4 -1.27
C 2.163 0.666 0.249 0.2 -0.4 0.2 0.90
O 2.246 1.522 -0.796 -0.2 0.0 0.3 -0.51
C 2.450 1.221 1.627 -0.3 0.0 -1.0 -1.24
H 1.884 -1.257 0.915 0.1 -0.3 -0.2 0.37
H 1.890 -1.057 -0.955 -0.3 0.0 0.0 0.33
H 2.360 2.413 -0.450 0.2 0.2 -0.2 0.34
H 2.510 0.395 2.324 -0.1 0.2 0.3 0.30
H 3.398 1.759 1.611 0.1 0.0 0.1 0.44
H 1.669 1.946 1.873 0.1 0.0 0.4 0.37
```
Positions in Å, forces in eV/Å.

Properties
* HOMO-LUMO gap: 0.3520 hartree
* charge: +1
* calculated total energy: -10416.04324 eV

(6)
Computed, not measured: a molecular structure, C18H16Br2CrN5O2, with the ωB97M-V functional and the def2-TZVPD basis.

Geometry as XYZ:
```
44
Properties=species:S:1:pos:R:3:forces:R:3:lowdin_spin:R:1
Cr 0.533 0.762 -0.147 0.2 0.3 -0.2 3.73
C 4.962 -2.442 1.290 0.0 0.0 0.0 0.00
C 4.802 -1.645 2.420 0.0 0.0 0.0 0.00
C 3.722 -0.790 2.522 0.1 -0.1 0.0 0.00
C 2.810 -0.742 1.469 -0.1 0.1 0.0 0.00
C 2.969 -1.517 0.326 0.1 -0.1 0.0 0.00
C 4.050 -2.381 0.247 0.0 0.0 0.0 0.00
N 1.665 0.100 1.514 0.0 -0.1 0.1 0.01
N 1.344 0.528 2.642 -0.1 0.1 -0.1 0.05
C 0.187 1.351 2.650 0.2 -0.1 0.1 0.01
C -0.229 1.851 3.869 -0.1 0.1 -0.1 0.00
C -1.369 2.646 3.886 0.1 0.0 0.0 0.02
C -2.031 2.905 2.698 0.0 0.0 0.0 0.00
C -1.541 2.361 1.520 0.0 0.0 0.0 0.02
N -0.453 1.593 1.496 0.1 -0.1 0.0 0.01
H 5.811 -3.108 1.223 0.0 0.0 0.0 0.00
H 5.528 -1.690 3.220 0.0 0.0 0.0 0.00
H 3.587 -0.163 3.390 0.0 0.0 0.0 0.00
H 2.263 -1.448 -0.491 0.0 0.0 0.0 0.00
H 4.184 -2.995 -0.632 0.0 0.0 0.0 0.00
H 0.331 1.617 4.761 0.0 0.0 0.0 0.00
H -1.730 3.057 4.819 0.0 0.0 0.0 0.00
H -2.918 3.521 2.671 0.0 0.0 0.0 0.00
H -2.021 2.539 0.566 0.0 0.0 0.0 0.00
Br -0.955 -2.087 1.663 0.0 0.0 -0.1 0.01
C -1.594 -2.699 -0.047 0.0 0.0 0.0 0.00
Br -1.088 -1.531 -1.499 0.0 0.0 0.1 0.03
H -2.674 -2.735 -0.010 0.0 0.0 0.0 0.00
H -1.163 -3.673 -0.238 0.0 0.0 0.0 0.00
O 1.769 0.498 -1.690 -0.2 0.0 0.2 0.03
N 1.434 1.094 -2.785 0.1 0.0 -0.1 0.01
N 0.385 1.782 -2.690 0.0 0.0 0.0 0.01
O -0.296 1.859 -1.557 0.0 -0.1 0.1 0.04
C -0.105 2.514 -3.833 0.0 0.0 0.1 0.00
C 0.681 2.610 -4.973 -0.1 0.1 -0.1 0.00
C 0.181 3.314 -6.055 0.0 0.0 0.0 0.00
C -1.074 3.907 -5.992 0.0 0.0 0.0 0.00
C -1.836 3.799 -4.840 0.0 0.0 0.0 0.00
C -1.356 3.098 -3.743 0.0 0.0 -0.1 0.00
H 1.657 2.151 -5.013 0.0 0.0 0.0 0.00
H 0.779 3.401 -6.951 0.0 0.0 0.0 0.00
H -1.455 4.457 -6.842 0.0 0.0 0.0 0.00
H -2.812 4.262 -4.788 0.0 0.0 0.0 0.00
H -1.938 3.004 -2.840 0.0 0.0 0.0 0.00
```
Positions in Å, forces in eV/Å.

Properties
* HOMO-LUMO gap (alpha / beta): 0.2524 / 0.2541 hartree
* charge: +1
* calculated total energy: -198970.01045 eV
* 2S+1: 5

(7)
Computed, not measured: a molecular structure, C9H26AsIrN7OS at a distorted geometry, with the ωB97M-V functional and the def2-TZVPD basis.

Geometry as XYZ:
```
46
Properties=species:S:1:pos:R:3:forces:R:3:lowdin_spin:R:1
Ir 0.136 0.215 -0.037 0.0 0.6 0.0 2.72
C -0.397 -4.373 -1.312 1.8 -0.6 -0.3 0.00
N 0.980 -3.818 -1.282 0.1 -0.1 0.0 0.05
C 2.086 -4.810 -1.506 -1.5 0.7 0.2 0.01
C 1.160 -2.535 -0.983 -2.6 -0.9 0.6 0.03
N 0.163 -1.789 -0.499 -0.8 -0.7 -0.2 0.21
N 2.369 -2.018 -1.117 2.7 -1.8 -0.9 0.01
C 2.897 -0.793 -1.063 2.3 1.7 0.2 0.03
N 4.264 -0.728 -1.219 -2.5 0.8 0.2 0.02
N 2.163 0.254 -0.841 -0.6 1.5 0.6 0.13
H -0.324 -5.233 -1.964 -0.4 -0.1 -0.1 0.00
H -1.071 -3.667 -1.694 -1.0 0.8 -0.8 0.00
H -0.701 -4.691 -0.348 -0.3 -0.4 1.1 0.00
H 1.638 -5.784 -1.515 -0.2 -0.4 0.3 0.00
H 2.796 -4.757 -0.716 0.7 0.0 0.6 0.00
H 2.503 -4.716 -2.472 0.7 0.5 -1.1 0.00
H -0.671 -2.383 -0.369 0.5 0.8 0.1 0.01
H 3.043 -2.711 -1.425 -0.1 0.1 0.0 0.00
H 4.791 -1.551 -1.399 0.6 -0.3 -0.2 0.00
H 4.655 0.192 -1.401 0.2 -0.5 0.1 0.00
H 2.672 1.166 -0.781 -0.5 -1.3 -0.2 0.01
C 1.263 3.053 1.814 0.6 -1.2 -1.4 0.02
As -0.046 2.386 3.062 -1.2 0.2 -1.5 0.06
C -1.521 3.668 3.199 2.1 0.5 1.3 0.01
C 0.715 1.978 4.723 -1.0 -0.7 0.9 0.01
S -0.751 0.479 2.116 0.2 0.0 0.0 0.37
H 1.718 3.946 2.160 0.3 0.9 0.5 0.00
H 0.960 3.227 0.739 -0.4 -0.2 1.4 0.01
H 2.068 2.280 1.754 -0.5 0.5 0.3 0.00
H -0.901 4.567 3.552 -1.3 -0.9 -0.6 0.00
H -2.283 3.428 3.947 0.3 -0.2 -0.3 0.00
H -1.890 3.780 2.206 -0.4 0.4 -0.6 0.00
H 1.145 2.848 5.175 0.3 0.6 0.2 0.00
H 1.435 1.218 4.568 1.0 -0.6 -0.2 0.00
H -0.047 1.528 5.391 0.2 0.5 -0.4 0.00
C -4.730 1.358 -1.503 0.8 1.5 1.0 0.00
N -3.360 0.958 -1.135 -0.7 0.2 2.1 0.01
C -2.334 1.387 -1.822 0.9 -1.0 1.6 0.02
N -2.430 1.966 -2.977 0.3 0.6 -1.9 0.01
O -1.138 1.245 -1.334 0.6 -0.1 0.0 0.23
H -5.283 1.277 -0.589 -0.7 -0.4 0.2 0.00
H -5.043 0.647 -2.224 -0.9 0.0 -0.9 0.00
H -4.789 2.477 -1.722 0.2 -1.6 -0.4 0.00
H -3.192 0.735 -0.119 -0.1 0.3 -1.8 0.00
H -3.184 1.960 -3.652 -0.4 0.0 0.6 0.00
H -1.534 2.135 -3.384 0.4 0.3 -0.4 0.00
```
Positions in Å, forces in eV/Å.

Properties
* HOMO-LUMO gap (alpha / beta): 0.3656 / 0.2549 hartree
* charge: +3
* calculated total energy: -96719.11607 eV
* 2S+1: 5

(8)
Computed, not measured: 2 unconnected molecules or ions with the total composition C3H7N2O at a distorted geometry, with the ωB97M-V functional and the def2-TZVPD basis.

Geometry as XYZ:
```
13
Properties=species:S:1:pos:R:3:forces:R:3:mulliken_charge:R:1
C -0.099 0.166 0.415 -0.9 -2.4 0.5 0.27
C 0.054 0.129 1.839 -3.5 -2.5 -0.9 -0.78
C 0.069 0.511 -1.977 -1.7 -1.2 1.1 -0.58
N -0.474 -2.260 -0.148 -0.1 0.2 2.1 0.23
N 0.041 0.929 -0.536 3.0 4.6 -1.0 -0.16
O -0.547 -2.651 0.919 0.1 0.2 -1.8 -0.13
H -0.728 0.773 2.292 0.5 -0.7 0.2 0.33
H 0.992 0.367 2.084 3.7 1.5 1.2 0.39
H 0.022 -1.013 2.059 -0.6 1.8 0.5 0.25
H -0.328 -0.547 -1.778 1.1 1.3 -1.5 0.26
H 1.129 0.631 -2.291 -1.0 -0.3 -0.2 0.32
H -0.719 1.071 -2.556 1.2 -0.4 0.5 0.27
H 0.589 1.893 -0.322 -1.8 -2.1 -0.6 0.35
```
Positions in Å, forces in eV/Å.

Properties
* HOMO-LUMO gap (alpha / beta): 0.3372 / 0.2934 hartree
* charge: +1
* calculated total energy: -8239.90053 eV